Entry 1:
# C24H44F4O16

A 8-piece molecular cluster, C24H44F4O16 overall at a distorted geometry (ωB97M-V/def2-TZVPD, the Open Molecules 2025 dataset).

Each line ends with the Mulliken charge.
Positions of all 88 atoms, in Å:
1 C 1.12 4.13 -2.87  -1.3705
2 C 1.38 4.49 -1.40  0.6882
3 C 0.13 5.02 -0.65  -1.3053
4 O 1.90 3.41 -0.63  -0.5289
5 H 0.28 3.46 -3.04  0.2602
6 H 2.00 3.79 -3.41  0.3659
7 H 0.81 5.09 -3.32  0.4226
8 H 2.14 5.27 -1.40  0.2465
9 H -0.54 4.20 -0.35  0.2191
10 H -0.37 5.79 -1.25  0.3993
11 H 0.50 5.53 0.24  0.3606
12 H 2.64 3.04 -1.12  0.2856
13 C 0.20 2.80 3.70  -1.4229
14 C -0.66 1.55 3.81  1.2077
15 C -1.72 1.73 4.91  -1.4593
16 O -1.45 1.27 2.70  -0.1986
17 H 0.91 2.68 2.88  0.2986
18 H 0.75 2.92 4.65  0.4178
19 H -0.39 3.69 3.50  0.3179
20 H 0.00 0.69 4.01  -0.2475
21 H -2.34 2.58 4.68  0.3642
22 H -1.33 1.90 5.93  0.3817
23 H -2.32 0.82 4.93  0.3223
24 H -0.96 1.55 1.89  0.1319
25 C -3.83 1.14 -5.94  -1.3890
26 C -3.36 2.14 -4.87  0.2409
27 C -2.93 1.37 -3.58  -1.0519
28 O -2.28 3.00 -5.20  -0.5177
29 H -3.15 0.36 -6.26  0.3601
30 H -4.15 1.72 -6.81  0.3884
31 H -4.73 0.66 -5.56  0.3690
32 H -4.18 2.83 -4.66  0.3063
33 H -2.70 2.15 -2.86  0.2562
34 H -2.10 0.65 -3.68  0.2690
35 H -3.78 0.85 -3.10  0.4319
36 H -1.66 2.44 -5.69  0.3374
37 C 1.24 -0.66 0.99  -0.8153
38 C 0.79 0.32 -0.14  1.6427
39 C -0.21 -0.31 -1.11  -0.8383
40 O 0.36 1.48 0.47  -0.0842
41 H 1.95 -0.23 1.70  0.4332
42 H 1.68 -1.54 0.54  0.2411
43 H 0.34 -0.94 1.56  -0.3167
44 H 1.67 0.54 -0.76  -0.8693
45 H -0.53 0.27 -1.98  -0.0555
46 H -1.14 -0.56 -0.60  -0.0360
47 H 0.32 -1.21 -1.44  0.4776
48 H 0.94 2.24 0.21  0.1593
49 C 4.35 -4.49 0.77  -0.3490
50 C 2.89 -4.80 0.82  0.5830
51 O 2.87 -6.09 0.16  -0.3576
52 C 3.99 -6.27 -0.54  0.6024
53 O 4.17 -7.20 -1.26  -0.5353
54 O 4.91 -5.33 -0.27  -0.3182
55 F 2.13 -3.88 0.14  -0.2820
56 H 4.79 -4.77 1.72  0.3058
57 H 4.49 -3.44 0.52  0.2378
58 H 2.43 -4.93 1.80  0.1082
59 C -3.33 -1.65 1.26  0.1735
60 C -3.93 -0.33 0.84  0.7417
61 O -4.59 0.06 2.08  -0.3290
62 C -4.91 -1.10 2.72  0.5690
63 O -5.71 -1.18 3.61  -0.5683
64 O -4.21 -2.17 2.23  -0.3402
65 F -4.88 -0.46 -0.12  -0.3658
66 H -2.36 -1.50 1.73  -0.2586
67 H -3.32 -2.31 0.38  0.3375
68 H -3.22 0.44 0.49  0.0755
69 C 0.40 -3.12 4.18  -0.3670
70 C -1.06 -2.98 4.57  0.1658
71 O -1.68 -4.11 3.94  -0.3506
72 C -0.85 -4.55 2.96  0.6639
73 O -1.11 -5.45 2.22  -0.5302
74 O 0.31 -3.87 2.96  -0.2046
75 F -1.53 -1.87 4.01  -0.1896
76 H 1.01 -3.68 4.89  0.3275
77 H 0.85 -2.15 3.97  0.1702
78 H -1.28 -2.97 5.63  0.3054
79 C 2.96 0.29 -3.40  -0.0796
80 C 4.23 0.84 -2.65  0.2187
81 O 4.77 -0.28 -2.08  -0.3200
82 C 3.98 -1.44 -2.32  0.6677
83 O 4.31 -2.52 -1.88  -0.5319
84 O 2.94 -1.12 -3.10  -0.3309
85 F 3.89 1.80 -1.75  -0.3538
86 H 3.11 0.33 -4.48  0.3650
87 H 2.04 0.80 -3.10  -0.0037
88 H 4.98 1.34 -3.27  0.2509

Values from the calculation:
Charge: 0
HOMO energy (eV): -9.99
Orbital gap (eV): 10.034
LUMO energy (eV): 0.0

---

Entry 2:
# C24H44N2O9

A 6-piece molecular cluster, C24H44N2O9 overall at a distorted geometry (ωB97M-V/def2-TZVPD, the Open Molecules 2025 dataset).

Each line ends with the Mulliken charge.
Positions of all 79 atoms, in Å:
1 O 6.99 -1.96 1.24  -0.6150
2 C 5.81 -2.06 1.07  0.6260
3 N 5.24 -1.44 0.01  -0.2929
4 C 4.87 -2.38 2.32  -0.7892
5 H 5.91 -1.05 -0.63  0.1832
6 H 4.23 -1.33 -0.05  0.3303
7 H 3.97 -1.77 2.26  0.1980
8 H 5.41 -2.08 3.21  0.2783
9 H 4.70 -3.46 2.27  0.2477
10 C -2.78 2.71 6.89  -1.3338
11 C -2.42 2.02 5.50  -0.4168
12 N -1.14 2.42 4.86  0.2547
13 C -1.17 3.83 4.58  -0.4498
14 C 0.22 4.42 4.87  -1.2366
15 C -0.69 1.59 3.70  -0.5078
16 C -0.44 0.12 4.18  -1.0708
17 H -2.90 3.80 6.83  0.4061
18 H -1.96 2.52 7.58  0.3191
19 H -3.75 2.31 7.19  0.3876
20 H -2.37 0.99 5.84  0.2208
21 H -3.31 2.23 4.89  0.3004
22 H -1.27 3.98 3.51  0.2734
23 H -1.90 4.35 5.20  0.3657
24 H 0.17 5.51 4.85  0.4131
25 H 0.40 4.27 5.93  0.2824
26 H 0.97 4.04 4.17  0.2650
27 H 0.18 1.97 3.17  0.3557
28 H -1.63 1.66 3.15  0.4125
29 H -0.12 -0.56 3.39  0.0821
30 H -1.35 -0.21 4.66  0.2911
31 H 0.26 0.07 5.02  0.4303
32 O 2.48 -0.62 -0.66  -0.7880
33 C 1.30 -0.36 -0.44  0.4042
34 O 0.62 0.72 -0.92  -0.2860
35 C -0.76 0.57 -0.74  0.0204
36 C -0.97 -0.57 0.25  -0.1584
37 C 0.30 -1.23 0.40  -0.0106
38 H -1.18 0.26 -1.70  -0.2654
39 H -1.42 1.39 -0.43  0.4226
40 H -1.72 -1.32 -0.01  0.0760
41 H -1.38 -0.29 1.22  0.1184
42 H 0.38 -2.21 -0.08  0.2283
43 H 0.74 -1.25 1.39  0.0120
44 O -1.18 -3.57 -1.06  -0.5334
45 C -2.06 -4.47 -1.27  0.4657
46 O -1.99 -5.72 -0.93  -0.3466
47 C -3.01 -6.60 -1.39  -0.3839
48 C -3.79 -5.72 -2.32  -0.7010
49 C -3.40 -4.31 -1.92  -0.0408
50 H -3.71 -6.75 -0.57  0.2788
51 H -2.78 -7.51 -1.95  0.3272
52 H -4.87 -5.87 -2.37  0.3751
53 H -3.35 -5.84 -3.32  0.2844
54 H -4.09 -3.94 -1.16  0.2817
55 H -3.37 -3.53 -2.69  -0.0302
56 O -1.39 1.56 -6.42  -0.5834
57 C -1.32 0.45 -5.89  0.4748
58 O -0.32 -0.47 -6.13  -0.3411
59 C -0.72 -1.70 -5.40  -0.6430
60 C -1.71 -1.40 -4.33  0.9033
61 C -2.40 -0.20 -5.04  -0.7004
62 H 0.17 -2.12 -4.94  0.3610
63 H -1.08 -2.51 -6.04  0.2855
64 H -1.27 -1.10 -3.38  -0.3054
65 H -2.44 -2.19 -4.16  -0.1886
66 H -3.00 0.37 -4.33  0.4161
67 H -3.19 -0.57 -5.68  0.3484
68 O 0.98 4.44 -4.50  -0.6390
69 C 1.97 3.98 -3.86  0.4906
70 O 1.79 3.17 -2.79  -0.2887
71 C 2.92 2.57 -2.17  0.0169
72 C 4.04 3.39 -2.73  -0.6225
73 C 3.43 4.28 -3.99  -0.3938
74 H 3.00 1.49 -2.22  0.1328
75 H 2.87 2.76 -1.09  0.1832
76 H 4.85 2.73 -3.05  0.3423
77 H 4.44 4.08 -1.99  0.2510
78 H 3.78 3.88 -4.94  0.2538
79 H 3.70 5.33 -3.92  0.2846

Values from the calculation:
Charge: 0
HOMO energy (eV): -8.27
Orbital gap (eV): 8.368
LUMO energy (eV): 0.1

---

Entry 3:
# C24H44N7OSTeV

C24H44N7OSTeV as an isolated structure (ωB97M-V/def2-TZVPD, the Open Molecules 2025 dataset).

Each line ends with the Löwdin spin population.
Positions of all 79 atoms, in Å:
1 V -1.90 0.69 -0.38  2.7534
2 C -2.28 -2.81 -0.24  0.0010
3 C -2.40 -2.16 1.17  0.0053
4 N -2.00 -0.74 1.27  0.0251
5 C -2.58 -0.08 2.47  0.0069
6 C -2.16 1.39 2.57  0.0043
7 N -2.16 2.07 1.25  0.0205
8 C -3.32 2.98 0.98  0.0079
9 C -4.69 2.31 0.98  0.0008
10 C -4.96 1.06 0.13  0.0066
11 N -3.96 0.79 -0.93  0.0137
12 C -4.27 -0.47 -1.65  0.0084
13 C -3.11 -0.90 -2.54  0.0065
14 N -1.81 -0.89 -1.82  0.0209
15 C -1.35 -2.19 -1.27  0.0073
16 H -3.27 -2.90 -0.68  0.0001
17 H -1.95 -3.84 -0.09  0.0000
18 H -1.84 -2.75 1.90  -0.0001
19 H -3.45 -2.21 1.48  0.0003
20 H -0.98 -0.72 1.40  0.0057
21 H -2.30 -0.60 3.39  0.0001
22 H -3.67 -0.16 2.37  0.0005
23 H -1.14 1.44 2.96  0.0001
24 H -2.82 1.91 3.28  -0.0001
25 H -1.32 2.64 1.19  0.0049
26 H -3.12 3.43 0.01  0.0009
27 H -3.34 3.77 1.72  0.0009
28 H -5.39 3.10 0.68  0.0001
29 H -4.97 2.07 2.01  0.0000
30 H -5.96 1.12 -0.31  0.0004
31 H -4.96 0.17 0.76  0.0006
32 H -3.94 1.56 -1.60  0.0041
33 H -5.18 -0.37 -2.25  0.0005
34 H -4.47 -1.22 -0.89  0.0009
35 H -3.01 -0.20 -3.38  0.0003
36 H -3.32 -1.89 -2.96  0.0005
37 H -1.09 -0.55 -2.46  0.0046
38 H -0.36 -2.02 -0.85  0.0012
39 H -1.22 -2.91 -2.09  0.0002
40 C 2.96 0.84 5.13  0.0000
41 N 2.44 1.22 3.81  0.0000
42 C 1.69 2.47 3.80  0.0001
43 C 2.38 0.34 2.79  0.0007
44 S 1.15 0.43 1.61  0.0035
45 N 3.34 -0.59 2.74  0.0001
46 C 4.72 -0.32 3.18  0.0000
47 C 3.24 -1.72 1.83  0.0000
48 H 2.18 1.03 5.87  0.0000
49 H 3.84 1.40 5.41  0.0000
50 H 3.19 -0.22 5.14  0.0000
51 H 2.29 3.23 4.31  0.0000
52 H 0.74 2.36 4.34  0.0000
53 H 1.50 2.79 2.78  0.0001
54 H 4.81 0.68 3.59  0.0000
55 H 5.37 -0.38 2.30  0.0000
56 H 5.05 -1.05 3.91  0.0000
57 H 2.23 -2.10 1.79  0.0000
58 H 3.91 -2.50 2.19  0.0000
59 H 3.55 -1.43 0.82  0.0000
60 C 2.36 -1.41 -2.18  0.0001
61 Te 1.77 0.61 -1.82  0.0019
62 C 2.28 0.90 -3.87  0.0004
63 C 3.25 -0.23 -4.19  0.0001
64 C 4.08 -0.16 -5.31  0.0000
65 C 4.97 -1.19 -5.58  0.0000
66 C 5.04 -2.29 -4.74  0.0000
67 C 4.22 -2.36 -3.63  0.0000
68 C 3.32 -1.34 -3.35  0.0000
69 H 1.47 -1.99 -2.44  0.0001
70 H 2.80 -1.84 -1.28  0.0000
71 H 2.76 1.87 -3.95  0.0000
72 H 1.40 0.90 -4.50  0.0001
73 H 4.02 0.70 -5.96  0.0000
74 H 5.61 -1.12 -6.45  0.0000
75 H 5.75 -3.08 -4.94  0.0000
76 H 4.27 -3.22 -2.97  0.0000
77 O -1.08 3.79 -3.40  0.0349
78 C -1.31 2.96 -2.59  0.0310
79 N -1.53 2.11 -1.77  0.0109

Values from the calculation:
2S+1: 4
Charge: +1
⟨S²⟩: 3.758
Relative energy (zero: lowest compared OMol25 entry of this formula, charge and spin) (kcal per mole): 0.00
HOMO energy (spin up / spin down) (eV): -9.49 / -9.83
Orbital gap (spin up / spin down) (eV): 7.604 / 7.921
LUMO energy (spin up / spin down) (eV): -1.9 / -1.9

---

> Which value of charge does entry 1 give?

0

---

> Look up the charge of the second one.

0